Entry 1:
Computed, not measured: an isolated molecule of C7H8OS, with ωB97M-V/def2-TZVPD.

## Properties
* LUMO energy (spin up / spin down): -0.0303 / -0.0337 hartree
* relative energy (zero: lowest compared OMol25 entry of this formula, charge and spin): 516.8 kJ/mol
* electronic energy: -20264.7295 eV
* orbital gap (spin up / spin down): 7.842 / 7.788 eV

```
17
Properties=species:S:1:pos:R:3:forces:R:3:lowdin_charge:R:1
C 1.628 -0.049 -1.046 3.98 1.19 0.44 -0.1958
C 1.808 -0.279 0.511 -0.94 3.98 -0.71 -0.1366
H -2.322 1.130 1.785 -0.44 0.22 2.79 0.0276
C -1.962 1.071 0.830 2.19 -0.29 -2.44 -0.0315
H 2.689 0.303 0.881 -0.20 -1.51 -0.45 0.1228
H 0.957 1.479 1.470 -0.43 0.33 0.15 0.1070
C 0.654 0.560 1.000 -1.40 -1.88 0.29 -0.0576
H 2.512 0.422 -1.577 -0.80 -0.51 0.78 0.1319
C -0.646 0.182 0.707 -0.95 1.98 0.14 -0.3292
S -1.104 -0.878 -1.794 -0.05 1.44 0.79 0.8522
H 1.720 -1.321 0.604 0.44 -1.24 0.73 0.0835
H -1.732 2.104 0.474 -0.52 -0.80 0.07 0.0908
H -0.041 -1.821 0.205 -1.77 0.97 -0.70 0.1155
O -1.214 -2.163 -2.457 0.20 -0.70 -0.07 -0.5047
C 0.691 -0.317 -1.842 -3.33 -1.72 -0.70 -0.0970
C -0.833 -1.003 -0.060 3.29 -1.89 -0.76 -0.2561
H -2.807 0.578 0.311 0.73 0.44 -0.34 0.0771
```
Positions in Å, forces in eV/Å.

Entry 2:
Computed, not measured: an isolated molecule of C7H8OS, with ωB97M-V/def2-TZVPD.

## Properties
* LUMO energy: -0.0160 hartree
* relative energy (zero: lowest compared OMol25 entry of this formula, charge and spin): 251.1 kJ/mol
* electronic energy: -20267.4830 eV
* orbital gap: 7.807 eV

```
17
Properties=species:S:1:pos:R:3:forces:R:3:lowdin_charge:R:1
C 1.638 -0.374 -0.182 -3.67 0.07 0.33 -0.4180
H -1.415 -1.782 0.460 -0.05 -0.87 0.40 0.0982
C 0.769 -1.338 0.223 1.70 0.35 -0.11 -0.1121
C -2.229 0.903 -0.475 -1.05 -1.86 1.34 -0.2059
H 3.461 -0.356 -1.126 0.16 0.55 1.61 0.1140
H 1.118 -2.299 0.565 0.18 -0.18 0.21 0.1058
C 3.064 -0.145 -0.069 0.49 1.35 -1.82 -0.1079
C -1.074 0.136 -0.248 5.33 -0.70 0.99 -0.2318
H -2.062 1.778 -0.939 0.11 2.91 -2.09 0.0598
S 0.676 1.161 -0.635 -1.64 -3.61 -1.15 0.9639
C -3.376 0.541 0.064 -0.19 -1.55 1.47 0.0475
H -3.259 -0.307 0.765 -0.60 0.23 -0.56 0.0751
H -4.363 0.945 0.010 -0.14 0.67 -0.27 0.0564
O 1.038 2.039 0.452 0.27 2.08 1.77 -0.5325
H 3.176 0.970 0.226 0.25 -1.81 -0.49 0.1053
C -0.645 -1.075 0.248 -1.80 2.71 -2.04 -0.0870
H 3.484 -0.796 0.662 0.64 -0.36 0.41 0.0693
```
Positions in Å, forces in eV/Å.

Entry 3:
Computed, not measured: an isolated molecule of C7H8OSi, with ωB97M-V/def2-TZVPD.

## Properties
* LUMO energy (spin up / spin down): 0.0346 / -0.0691 hartree
* relative energy (zero: lowest compared OMol25 entry of this formula, charge and spin): 0.0 kJ/mol
* electronic energy: -17309.9271 eV
* multiplicity: 3
* ⟨S²⟩: 2.01
* orbital gap (spin up / spin down): 6.581 / 7.014 eV

```
17
Properties=species:S:1:pos:R:3:forces:R:3:lowdin_charge:R:1
H -1.028 2.425 0.615 -0.25 0.08 0.26 0.0690
C 2.083 -1.259 0.053 -0.17 -0.10 0.00 -0.0821
H -3.770 -0.292 -0.979 -0.43 -0.43 -0.31 -0.1008
Si -2.855 -0.235 0.141 -1.73 0.46 0.49 0.6467
C 0.760 -1.655 -0.050 0.02 -0.09 -0.04 -0.0107
H -1.244 2.063 -1.147 -0.70 -0.19 -0.15 0.0740
H 1.631 2.083 0.054 0.05 0.13 0.00 0.1122
O -1.541 -1.149 -0.162 0.99 -0.22 -0.38 -0.2459
C -0.247 -0.705 -0.117 0.15 0.27 0.05 -0.2883
C 2.393 0.088 0.092 0.14 0.11 -0.01 -0.0951
C -1.027 1.676 -0.161 2.34 1.16 -0.63 -0.0064
H -3.362 -0.445 1.490 -0.23 -0.47 0.30 -0.1004
H 2.868 -2.000 0.121 -0.01 -0.04 -0.01 0.1045
H 0.487 -2.699 -0.061 -0.04 -0.08 0.00 0.1184
C 0.048 0.670 -0.101 -0.27 -0.82 0.26 -0.2468
C 1.386 1.032 0.013 0.06 0.17 0.23 -0.0488
H 3.419 0.404 0.200 0.09 0.06 -0.05 0.1004
```
Positions in Å, forces in eV/Å.

Entry 4:
Computed, not measured: an isolated molecule of C7H8S, with ωB97M-V/def2-TZVPD.

## Properties
* LUMO energy: 0.0061 hartree
* relative energy (zero: lowest compared OMol25 entry of this formula, charge and spin): 198.4 kJ/mol
* electronic energy: -18221.2571 eV
* orbital gap: 7.619 eV

```
16
Properties=species:S:1:pos:R:3:forces:R:3:lowdin_charge:R:1
S -0.420 -0.670 1.864 -0.66 -0.40 0.73 0.9609
H -2.542 -1.407 0.691 -0.43 -0.56 0.41 0.0575
C -1.590 -0.952 0.586 1.99 1.85 -1.58 -0.3831
H 1.788 1.368 -1.591 -1.35 -0.96 0.35 0.1185
C 0.132 0.251 -0.604 0.97 0.65 0.02 -0.2883
C 0.774 0.862 -1.638 -0.77 -0.06 -0.09 -0.1079
C -0.006 1.125 -2.922 -1.17 -0.23 -0.24 -0.1269
H -1.783 -0.851 -1.527 1.66 1.84 1.95 0.1567
H 2.305 -0.125 1.955 0.88 -0.31 1.52 0.0274
H 2.707 0.939 0.461 -1.54 -1.82 0.75 0.1096
C 0.705 0.080 0.767 -0.43 -0.28 -1.90 -0.5943
H 0.250 0.438 -3.847 -0.18 1.71 1.76 0.1047
C 1.975 0.236 1.036 2.11 2.42 -0.77 -0.0210
C -1.158 -0.411 -0.594 -2.94 -2.76 -1.61 -0.1718
H 0.148 2.240 -3.057 -0.24 -1.34 -0.77 0.0793
H -1.146 0.975 -2.708 2.12 0.29 -0.53 0.0786
```
Positions in Å, forces in eV/Å.

Entry 5:
Computed, not measured: an isolated molecule of C7H9B, with ωB97M-V/def2-TZVPD.

## Properties
* LUMO energy: 0.0137 hartree
* relative energy (zero: lowest compared OMol25 entry of this formula, charge and spin): 173.4 kJ/mol
* electronic energy: -8076.8357 eV
* orbital gap: 8.545 eV

```
17
Properties=species:S:1:pos:R:3:forces:R:3:lowdin_charge:R:1
H -2.942 0.596 0.836 0.23 -0.01 0.56 0.0982
C 0.261 1.512 -0.380 -0.36 -2.56 1.27 0.0204
H -0.378 -2.440 -0.247 0.38 -0.33 -0.29 0.0951
C -0.245 -1.422 -0.606 -2.20 -1.88 -0.16 -0.0641
C -0.750 0.822 0.239 0.03 2.49 -1.69 -0.2018
C 1.868 -0.167 0.766 1.30 -1.10 -1.64 -0.0279
H -0.564 -1.405 -1.666 -0.37 0.31 0.62 0.1194
C 1.563 0.697 -0.480 -0.43 0.46 -0.41 -0.1496
C -2.177 0.418 0.096 0.92 0.30 1.51 -0.0280
C -1.086 -0.587 0.419 2.13 -0.09 0.83 -0.2200
H 0.127 2.485 -0.801 0.00 0.41 -0.25 0.0925
H 1.379 0.081 1.644 -0.86 0.33 1.82 0.0691
H 2.930 -0.367 0.868 -0.01 0.14 0.05 0.0943
B 1.098 -0.786 -0.398 1.04 1.44 1.24 -0.2586
H -2.618 0.387 -0.837 -0.54 0.06 -2.10 0.0775
H -0.957 -0.850 1.511 -0.53 -0.33 -1.41 0.1653
H 2.490 1.026 -0.964 -0.72 0.36 0.07 0.1183
```
Positions in Å, forces in eV/Å.

Entry 6:
Computed, not measured: an isolated molecule of C7H9BO2, with ωB97M-V/def2-TZVPD.

## Properties
* LUMO energy: 0.0210 hartree
* relative energy (zero: lowest compared OMol25 entry of this formula, charge and spin): 155.5 kJ/mol
* electronic energy: -12176.9718 eV
* orbital gap: 9.259 eV

```
19
Properties=species:S:1:pos:R:3:forces:R:3:lowdin_charge:R:1
O -0.033 1.049 1.782 -0.59 -0.68 -0.34 0.0144
H -0.647 1.485 2.398 0.11 -0.44 -0.49 0.1065
H -2.409 -1.596 -2.037 -0.07 0.72 0.71 0.1180
C -1.979 -1.000 -1.199 -1.21 -2.16 -3.30 -0.1850
H 2.008 2.023 -0.503 0.57 -0.95 -0.12 0.0837
H -0.207 -1.247 -2.251 0.11 0.44 1.81 0.1400
H -2.617 0.606 1.694 -0.13 -0.22 -0.53 0.1098
C 0.073 -0.288 -0.180 0.85 -0.14 -0.82 -0.0333
C -0.709 0.269 0.816 -0.56 1.10 0.57 -0.2649
C -2.755 -0.537 -0.215 -2.95 0.73 2.62 -0.1015
C 2.491 1.135 -0.024 1.21 1.62 1.83 -0.0111
H -3.918 -0.784 -0.251 2.71 0.88 0.37 0.1497
C -0.642 -0.881 -1.266 2.88 0.23 -0.10 -0.0467
O 2.303 -1.377 -0.230 -1.78 -1.07 0.17 0.1887
C -2.109 0.170 0.825 -0.17 -0.27 0.16 -0.0216
H 3.592 1.033 -0.193 -0.83 0.01 -0.97 0.0681
H 2.642 1.548 1.011 -0.82 -0.52 -0.29 0.0741
H 3.223 -1.410 -0.140 2.12 0.16 0.06 0.0760
B 1.694 -0.197 -0.038 -1.44 0.56 -1.36 -0.4649
```
Positions in Å, forces in eV/Å.